# 1
{"formula": "C17H20N2O4S", "method": "ωB97M-V with the def2-TZVPD basis set", "species": ["C", "H", "C", "C", "H", "C", "N", "C", "O", "C", "C", "C", "N", "O", "C", "H", "H", "S", "C", "C", "C", "C", "C", "C", "C", "H", "H", "H", "H", "H", "H", "H", "C", "O", "O", "H", "H", "H", "H", "H", "H", "H", "H", "H"], "positions_angstrom": [[-4.36094, -6.57935, -0.41995], [-3.98085, -6.94379, 0.53201], [-3.22234, -6.05097, -1.28485], [-2.37481, -4.98911, -0.58410], [-2.00090, -5.38864, 0.36194], [-3.15386, -3.70111, -0.31796], [-2.29721, -2.68084, 0.24331], [-2.05444, -1.51418, -0.35956], [-2.56579, -1.16890, -1.42072], [-1.10492, -0.64096, 0.36412], [-0.65841, 0.64668, 0.14434], [0.27251, 0.85384, 1.21773], [0.33814, -0.21121, 1.97066], [-0.50326, -1.13519, 1.46296], [1.12579, 2.02777, 1.47020], [1.47143, 2.03057, 2.50288], [0.61232, 2.94886, 1.20669], [2.61115, 1.88880, 0.37743], [3.03079, 3.61553, 0.18606], [2.09898, 4.48550, -0.35817], [2.41772, 5.82210, -0.51288], [3.67039, 6.27904, -0.14039], [4.60093, 5.39783, 0.38090], [4.30347, 4.05196, 0.55322], [5.32090, 3.10421, 1.10444], [6.16434, 3.64496, 1.52596], [5.68631, 2.44775, 0.31517], [4.87824, 2.47268, 1.87258], [5.57992, 5.75763, 0.66417], [3.92582, 7.32154, -0.26080], [1.68982, 6.49972, -0.93241], [1.13091, 4.11936, -0.66487], [-1.04328, 1.67782, -0.86423], [-0.67424, 2.81940, -0.73806], [-1.80277, 1.30077, -1.86911], [-2.11495, 0.35327, -1.83074], [-1.80815, -2.89570, 1.10036], [-3.97577, -3.88910, 0.37831], [-3.55903, -3.30054, -1.24957], [-1.51409, -4.74998, -1.21244], [-2.56976, -6.88331, -1.55583], [-3.62861, -5.63494, -2.20860], [-5.10073, -5.80719, -0.22615], [-4.86077, -7.40261, -0.92405]], "mulliken_charge": [-1.1650, 0.2910, -0.4466, -0.4256, 0.3360, -0.7877, -0.1391, 0.7074, -0.8385, 0.0526, 0.7151, 0.1526, -0.7044, -0.2257, -0.5714, 0.3863, 0.4491, -0.1456, 0.5031, -0.3017, -0.7052, -0.5759, -0.6221, 0.5275, -1.4527, 0.4046, 0.3075, 0.3470, 0.3472, 0.3683, 0.4148, 0.5967, 0.4149, -0.5565, -0.5775, 0.4731, 0.2868, 0.2233, 0.3634, 0.2812, 0.3193, 0.2948, 0.3159, 0.3619], "max_force_ev_per_a": 1.40, "spin_multiplicity": 1, "lumo_ev": -0.38, "homo_ev": -8.4, "smiles": "CCCCNC(=O)c1onc(CSc2ccccc2C)c1C(=O)O", "e_above_lowest_kcal_mol": 47.5, "orbital_gap_ev": 8.00}


# 2
{"formula": "C6H8F13N2O10S4V", "method": "ωB97M-V with the def2-TZVPD basis set", "species": ["V", "C", "F", "F", "F", "S", "O", "O", "N", "S", "O", "O", "C", "F", "F", "F", "C", "F", "F", "F", "S", "O", "O", "N", "S", "O", "O", "C", "F", "F", "F", "F", "C", "O", "H", "H", "H", "H", "C", "O", "H", "H", "H", "H"], "positions_angstrom": [[0.27840, 0.54861, -1.22337], [5.55794, -2.65139, 0.84774], [5.94620, -2.43510, -0.41408], [6.43104, -3.44994, 1.50756], [5.58066, -1.50673, 1.43058], [3.76034, -3.46648, 0.78482], [3.51084, -3.70419, -0.65003], [3.78823, -4.69086, 1.58127], [2.66701, -2.19830, 1.36733], [2.79283, -2.38918, 2.93444], [4.07956, -2.79711, 3.50716], [2.30309, -1.18915, 3.58545], [1.45853, -3.82873, 3.38770], [1.02776, -4.42805, 2.25097], [1.94409, -4.75031, 4.17045], [0.45661, -3.29083, 4.04149], [-4.61251, 2.80154, 1.56421], [-3.48065, 2.82738, 2.24604], [-5.65141, 2.38905, 2.29066], [-4.84800, 4.00415, 1.07642], [-4.42719, 1.53846, 0.11367], [-3.58777, 0.43371, 0.64718], [-5.75262, 1.09820, -0.20820], [-3.46899, 2.30630, -1.12065], [-4.59031, 2.84296, -2.02819], [-5.03248, 1.90081, -3.04205], [-5.67046, 3.60334, -1.38390], [-3.67018, 4.23851, -3.09020], [-3.17129, 5.22994, -2.33329], [-2.64844, 3.67790, -3.69176], [-4.48403, 4.78963, -3.95524], [2.40290, 1.38025, -4.06843], [-1.60975, -4.16092, -2.91248], [-1.24406, -2.84429, -3.26866], [-2.50120, -4.64926, -3.30613], [-0.75757, -4.81113, -3.11024], [-1.80679, -4.12388, -1.84108], [-1.22624, -2.75810, -4.22462], [3.73605, 4.06419, 1.00332], [2.30410, 3.84666, 0.86560], [3.92373, 5.13792, 1.00073], [4.09600, 3.53941, 1.88828], [4.29146, 3.55101, 0.21830], [1.90457, 4.37399, 1.56123]], "mulliken_charge": [1.5965, 0.7114, -0.2251, -0.2394, -0.2186, 0.9864, -0.6769, -0.5656, -0.4360, 1.0179, -0.6024, -0.7138, 0.6915, -0.2388, -0.2405, -0.2309, 0.6914, -0.2145, -0.2167, -0.1999, 0.9548, -0.6921, -0.5579, -0.4358, 1.0394, -0.6448, -0.6031, 0.5972, -0.2419, -0.2346, -0.2101, -0.6557, -0.5351, -0.4841, 0.2716, 0.2665, 0.1975, 0.2889, -0.5373, -0.4914, 0.2459, 0.2660, 0.2251, 0.2951], "charge": -1, "max_force_ev_per_a": 6.40, "spin_multiplicity": 4, "lumo_ev": [-4.11, -2.98], "homo_ev": [-7.9, -7.9], "e_above_lowest_kcal_mol": 300.3, "orbital_gap_ev": [3.79, 4.90], "s2": 3.808}